# 1
Entry from OMol25: a molecular structure, C44H125F2N12O17PbS2 at a distorted geometry (wB97M-V/def2-TZVPD).

```
203
Properties=species:S:1:pos:R:3:forces:R:3
Pb 1.8290 -33.0095 -3.1659 -0.3134 0.4515 -0.7628
N -0.0644 -31.4449 -6.4341 -1.3569 3.3966 1.5762
S -0.4903 -32.1341 -7.7249 1.6178 -7.4528 -6.4719
O -0.2626 -31.4185 -8.9970 -2.1916 -0.6517 2.7144
O -1.4707 -33.2184 -7.5331 1.0154 2.7863 -0.5482
F 0.8293 -33.0141 -7.8501 1.0018 -0.9462 0.6597
S -1.1603 -30.1958 -6.7088 0.7147 5.6488 1.5366
O -2.5356 -30.5602 -6.7073 0.5093 -0.4885 -0.2575
O -0.6495 -29.1609 -7.5935 -0.8002 -1.9960 1.0865
F -0.9502 -29.4719 -5.3087 0.0284 -0.5814 0.4765
O 0.0433 -36.4926 -4.1946 0.4714 0.6358 0.4170
H 0.1795 -37.0855 -3.4556 -0.0336 -0.2906 0.1365
H -0.5132 -36.9850 -4.7980 -0.2542 -0.1117 -0.4571
O 3.3523 -26.5069 -4.2468 0.0952 -0.4211 0.1507
H 2.7207 -25.9749 -4.7309 -0.2374 0.1811 -0.2182
H 3.9345 -25.8703 -3.8321 0.1474 0.2010 0.0700
C -2.0924 -26.0903 2.8303 -0.5692 -0.8203 0.0106
C -2.6854 -26.1358 1.3969 0.9598 1.3717 -0.7578
C -3.3282 -24.8316 0.8748 -1.3924 -0.3994 0.9825
O -3.8886 -25.0422 -0.4300 0.6771 -0.9467 1.8765
C -4.4056 -23.8635 -0.9471 0.2132 -0.4352 -1.4696
N -1.6218 -26.3763 0.4047 0.5619 -0.5167 0.1326
H -1.8167 -27.1161 3.0746 0.2732 -0.1029 -0.1471
H -2.8126 -25.8681 3.6178 -0.3371 0.3680 -0.2735
H -1.2079 -25.4883 3.0383 -0.0655 0.2722 -0.6289
H -3.3669 -26.9814 1.3038 -0.3142 0.2478 0.2248
H -2.6782 -23.9567 0.8786 0.8369 -0.1846 -0.2522
H -4.0900 -24.5036 1.5821 -0.7242 -0.0932 -0.0156
H -5.0901 -23.3703 -0.2569 0.0977 0.2931 -0.1280
H -4.8908 -24.1879 -1.8676 -0.5816 0.2871 0.1150
H -3.5598 -23.2870 -1.3218 -0.0875 0.9033 0.4501
H -1.1731 -25.4756 0.3170 0.7041 0.1274 0.1217
H -2.0849 -26.4177 -0.4919 -0.2169 -0.4016 -0.2600
C 4.0655 -29.5937 1.5397 0.4749 -0.0506 2.5577
C 4.3521 -29.1600 0.1634 3.5788 0.8206 0.8029
C 5.7918 -29.5570 -0.3865 -0.8059 -0.9128 0.0108
O 6.8616 -29.3088 0.4782 0.0761 0.0900 0.3562
C 8.1400 -29.6038 -0.1096 -0.9214 -1.1353 0.7175
N 3.2792 -29.5823 -0.6669 -0.2549 0.4032 -1.6506
H 4.7537 -29.2035 2.2895 0.6020 0.0556 -0.3435
H 4.0635 -30.6661 1.7347 -0.1642 -0.1563 -0.4599
H 3.1520 -29.1622 1.9488 -0.5245 -0.1769 -0.5119
H 4.4645 -28.0759 0.1613 -0.5122 0.4443 0.1449
H 6.0705 -29.0722 -1.3221 -0.7305 0.2854 -0.4786
H 5.7105 -30.6245 -0.5914 0.2141 -0.5657 -0.1763
H 8.3424 -29.0165 -1.0053 0.3347 0.5721 0.4186
H 8.1998 -30.6415 -0.4378 -0.4919 -0.3855 -0.2754
H 8.8277 -29.6403 0.7353 0.3165 1.0222 -0.3885
H 2.5469 -28.9872 -0.3068 -0.9790 -0.3687 -0.0324
H 3.5142 -29.0843 -1.5136 -0.4128 -0.2190 -1.0345
C -1.1270 -22.6982 -6.0027 1.1722 0.6532 -0.0256
C -0.0212 -22.4040 -7.0255 -1.2707 -0.7642 -0.9272
C 0.5956 -21.0493 -6.8795 -1.1635 0.4235 0.1451
O -0.4802 -20.1270 -7.1116 0.8526 -0.3369 -0.0490
C -0.2161 -18.8833 -6.5032 -0.0546 -0.3805 -0.3156
N 0.9795 -23.4410 -7.0510 1.3235 -0.8182 0.0994
H -0.6965 -22.5775 -5.0086 0.1101 -0.2279 0.2284
H -1.4312 -23.7376 -6.1260 -0.5146 0.2320 0.0300
H -1.8969 -21.9289 -6.0625 -0.2997 -0.5020 -0.2788
H -0.4156 -22.5382 -8.0327 -1.0301 1.1140 -0.1035
H 1.4298 -20.8455 -7.5508 0.0740 -0.1237 -0.2283
H 0.9628 -20.9749 -5.8559 0.1299 0.2486 0.2850
H -0.0514 -19.0914 -5.4460 -0.2619 0.6105 0.3251
H -1.0684 -18.2471 -6.7418 0.0771 0.0625 0.4489
H 0.6877 -18.4219 -6.9011 0.1728 0.1050 -0.1287
H 1.3946 -23.2845 -7.9584 1.0726 0.1288 -0.0567
H 0.5100 -24.3000 -7.2998 -0.3788 -0.4919 0.5826
C 6.3925 -29.7713 -7.7131 1.1086 0.1974 0.0419
C 6.4456 -30.7978 -6.5636 0.9192 0.3057 -0.6834
C 7.6710 -30.6782 -5.6088 1.1320 -1.0776 -2.3063
O 8.8546 -31.0449 -6.3908 -0.6247 0.4599 0.9858
C 10.0238 -30.7100 -5.6435 -0.4101 0.4072 -0.1996
N 5.3081 -30.6705 -5.7366 -2.2411 0.1862 1.5458
H 7.2354 -29.9460 -8.3817 0.1012 0.0813 -0.0031
H 6.4868 -28.7560 -7.3279 0.0695 0.1008 0.1337
H 5.5031 -29.7690 -8.3432 -0.2456 -0.4911 0.3240
H 6.4160 -31.7818 -7.0316 0.3453 -0.2085 0.2337
H 7.6330 -31.4065 -4.7986 -0.4757 0.0460 0.1935
H 7.8127 -29.6784 -5.1984 -0.2674 0.2830 -0.0469
H 10.8886 -31.2562 -6.0203 -0.2200 -0.0241 0.0133
H 9.8705 -30.8814 -4.5781 0.1161 -0.4912 0.1510
H 10.1971 -29.6363 -5.7163 0.2390 0.1854 -0.2095
H 4.4431 -30.6512 -6.2578 -0.0633 -0.3226 -0.4732
H 5.2934 -29.7498 -5.3218 0.2202 0.2738 0.4197
C -7.3914 -36.1465 -5.0501 -1.3129 -0.4748 0.1876
C -8.0993 -36.2087 -6.4553 0.5716 1.9562 1.8253
C -9.5801 -35.7531 -6.4237 0.3829 -1.6660 0.4950
O -10.3041 -36.8004 -5.7741 -0.7781 0.4758 0.0348
C -11.6443 -36.3846 -5.3833 1.4459 -0.7681 -1.1941
N -7.3991 -35.2555 -7.2487 1.0948 1.5160 -2.2188
H -7.2675 -35.1321 -4.6709 -0.0990 0.5019 -0.7227
H -6.3795 -36.5513 -5.0694 -0.2050 -0.4543 0.0313
H -8.0312 -36.5427 -4.2616 0.2908 -0.8889 0.0353
H -7.9850 -37.1355 -7.0174 -0.3632 -0.3962 0.6830
H -9.8589 -35.5989 -7.4660 -0.4243 -0.0946 -0.1377
H -9.8011 -34.8408 -5.8697 0.6342 0.4193 0.0602
H -12.1606 -36.0892 -6.2967 -0.3026 0.2815 0.0840
H -11.5689 -35.5537 -4.6818 -0.2869 -0.0881 0.2026
H -12.1253 -37.2885 -5.0094 0.0077 0.3326 0.3571
H -7.4996 -34.2786 -7.0129 -0.7833 0.0485 0.3762
H -6.3932 -35.3326 -7.2006 0.1341 -0.6850 -0.0903
C 1.1597 -39.2319 -8.1830 0.6931 0.6284 -1.4084
C -0.2913 -39.2289 -8.5963 -0.5973 -1.4523 1.7609
C -0.6816 -40.2517 -9.6714 2.1488 -1.3654 0.4548
O -2.0065 -40.4824 -9.9706 -1.3669 2.3773 -0.5274
C -2.7290 -39.2639 -10.2897 -1.1639 -1.3854 0.3529
N -0.9996 -39.5718 -7.3229 -0.9427 0.9786 -0.7062
H 1.5488 -40.1693 -7.7854 -0.2833 -0.0779 0.0099
H 1.3276 -38.4173 -7.4785 -0.0492 -0.1577 0.1894
H 1.7392 -38.9716 -9.0688 0.4311 -0.1031 -0.0079
H -0.5338 -38.2237 -8.9413 -0.2897 0.0915 0.2333
H -0.4460 -41.2662 -9.3501 0.8827 0.0273 0.5679
H -0.0118 -40.1074 -10.5191 -0.3114 0.4111 -0.7547
H -3.7364 -39.6266 -10.4938 0.0046 0.0599 -0.3824
H -2.3751 -38.7103 -11.1594 0.4083 -0.0777 0.1265
H -2.8899 -38.6425 -9.4088 0.5891 0.3003 0.0348
H -1.8721 -39.9795 -7.6274 -0.4904 -0.0699 0.3946
H -0.5340 -40.2999 -6.8002 0.3651 -0.1008 -0.2604
C 7.4116 -28.0080 -17.0678 -0.3182 0.1596 0.5625
C 6.7282 -27.7515 -15.6507 0.4622 -2.7596 -2.8823
C 5.5818 -28.7592 -15.3898 -1.4661 1.5570 -0.0295
O 4.9828 -28.3121 -14.1842 -1.3314 0.2555 0.4841
C 4.0332 -29.2734 -13.6890 1.7473 0.0351 0.4826
N 7.6919 -28.0224 -14.6457 0.7512 0.8716 1.7517
H 8.0379 -28.8965 -17.1480 -0.3614 -0.5617 0.7024
H 8.1742 -27.2679 -17.3104 -0.4851 0.5986 0.0740
H 6.6822 -28.1110 -17.8711 -0.0542 0.3681 -0.0241
H 6.3516 -26.7298 -15.6013 -0.0220 -0.1195 0.1200
H 5.8081 -29.8063 -15.1882 0.9145 -0.1931 -0.7238
H 4.7759 -28.6812 -16.1194 0.1263 -0.3102 -0.6540
H 3.4318 -29.7948 -14.4337 -0.2313 0.5509 -0.2946
H 3.4527 -28.8323 -12.8787 -0.0796 0.0788 -0.3375
H 4.6970 -30.0285 -13.2681 -0.3533 -0.6002 0.4220
H 7.8797 -29.0134 -14.5926 0.2934 -0.2690 -0.5207
H 7.1245 -27.9025 -13.8188 0.4007 0.3372 0.8726
C -10.6780 -34.1182 -0.3412 0.6174 0.3222 0.4729
C -9.7309 -32.8654 -0.1231 -1.4030 -0.2059 -1.1704
C -9.8762 -31.9324 -1.3757 0.4391 0.1910 0.0075
O -8.9150 -30.8470 -1.3223 -0.2515 -0.6076 -0.6114
C -8.5743 -30.2610 -2.5907 -0.5059 -0.3039 0.4416
N -10.0783 -32.1935 1.1280 0.0692 -0.4170 -0.5740
H -11.7487 -33.9157 -0.3713 -0.0195 0.7938 -0.0819
H -10.6171 -34.8051 0.5029 0.4482 -0.0238 0.0115
H -10.4845 -34.6735 -1.2590 0.3725 0.0806 0.0115
H -8.6824 -33.1440 -0.0173 -0.0217 -0.3350 -0.3526
H -10.8803 -31.5290 -1.5064 -0.3901 0.3799 0.8156
H -9.8442 -32.4933 -2.3098 1.0018 -0.3798 -0.1699
H -7.9422 -29.3942 -2.3977 0.0076 -0.1791 0.0699
H -9.4457 -29.9293 -3.1553 -0.3656 0.1817 0.2228
H -8.0771 -30.9566 -3.2668 0.3426 -0.2724 0.2176
H -11.0536 -31.9506 1.0282 -0.2167 0.3897 0.3549
H -9.5315 -31.3443 1.1249 -0.1156 0.3750 0.3164
C -4.5806 -26.1217 -13.5195 0.2410 0.5333 0.8360
C -3.9445 -26.3257 -12.0948 -2.1303 -0.2334 -1.0006
C -5.1157 -26.4135 -11.0536 0.6573 1.7501 -0.1372
O -4.6794 -26.0359 -9.7122 -0.3965 -1.1591 -0.9625
C -5.7502 -25.9348 -8.7833 0.0241 1.0897 -0.2809
N -3.1421 -27.5008 -12.1891 0.8906 -0.7493 0.9561
H -5.2548 -25.2656 -13.5423 0.3063 0.3108 -0.0760
H -5.2193 -26.9420 -13.8469 0.1768 -0.4491 0.3437
H -3.7797 -26.0267 -14.2527 -0.1023 0.1525 0.0225
H -3.2444 -25.5363 -11.8214 -0.4350 0.4207 -0.0737
H -5.6621 -27.3532 -11.1353 0.3915 -0.5431 0.4818
H -5.8438 -25.6878 -11.4159 -0.2384 0.4398 0.3174
H -5.3800 -25.9400 -7.7581 0.2324 -0.8118 -0.1110
H -6.5733 -26.6209 -8.9832 0.2293 -0.4027 0.2336
H -6.1791 -24.9336 -8.8241 -0.2701 0.2936 -0.4482
H -2.8374 -27.6158 -11.2330 0.7319 -0.5391 0.1942
H -3.7007 -28.3253 -12.3570 -0.2906 -0.1040 -0.2832
C 10.1270 -38.6883 -6.1367 -0.3262 -1.2591 -0.1627
C 10.5789 -37.6296 -7.1135 -0.1361 0.3980 1.3808
C 9.7037 -37.4029 -8.3126 0.4404 -1.2943 -1.1656
O 8.4751 -36.9189 -8.0086 -2.3530 1.9449 2.1737
C 7.6290 -36.5486 -9.0630 0.4890 -1.2676 -1.4186
N 10.7843 -36.3890 -6.3495 0.4396 0.4768 -1.0548
H 9.0777 -38.6364 -5.8465 -0.0953 0.3800 -0.1176
H 10.7100 -38.7184 -5.2162 0.1982 0.3596 -0.1128
H 10.2554 -39.6762 -6.5789 -0.0494 -0.1422 -0.0843
H 11.5042 -37.9718 -7.5769 0.4417 0.1626 0.2916
H 9.5807 -38.3747 -8.7907 0.1341 -0.4266 -0.4291
H 10.2071 -36.7675 -9.0412 0.3066 0.3272 -0.0942
H 7.4515 -37.4849 -9.5920 -0.2313 -0.0276 -0.6774
H 8.0905 -35.8515 -9.7626 0.3395 0.1347 -0.0100
H 6.6300 -36.1557 -8.8738 0.3190 0.0508 1.2243
H 10.5049 -35.6827 -7.0153 0.2882 0.7594 0.2251
H 10.1544 -36.2496 -5.5724 -0.2172 -0.5616 0.0328
C 3.5324 -38.4980 -15.1532 -0.3532 0.5977 1.9589
C 2.0612 -38.1075 -15.2647 0.3661 0.5359 -2.7733
C 1.6199 -36.8235 -14.5708 -0.0177 -0.6146 1.3144
O 0.2086 -36.6505 -14.7440 0.9379 -1.7037 -0.9205
C -0.3733 -35.5430 -14.1773 -0.2219 0.5948 1.0219
N 1.7988 -37.8103 -16.6950 -0.4635 -0.7943 0.0602
H 4.2414 -37.8063 -15.6081 -0.1856 -0.0823 -0.3560
H 3.7511 -39.5427 -15.3743 -0.2003 0.2404 -0.4340
H 3.6816 -38.3912 -14.0787 0.6863 -0.2147 0.3350
H 1.4936 -38.9999 -15.0013 -0.4224 0.3511 0.3330
H 2.1601 -35.9629 -14.9655 0.1206 0.1043 -0.2390
H 1.9252 -36.9310 -13.5300 -0.4860 0.3623 0.6622
H -1.4551 -35.5483 -14.3102 0.0679 -0.2364 -0.4741
H 0.0252 -34.6139 -14.5850 0.1053 0.2251 0.1137
H -0.2462 -35.6057 -13.0966 0.2406 0.5035 0.3220
H 0.9147 -37.3244 -16.6461 -0.3756 0.0291 -0.7094
H 2.4729 -37.1101 -16.9697 0.1959 0.1020 -0.2003
```
Positions in Å, forces in eV/Å.

Computed properties:
**Charge**: +1


# 2
Entry from OMol25: C4H6O2 in the gas phase (wB97M-V/def2-TZVPD).

```
12
Properties=species:S:1:pos:R:3:forces:R:3
O -0.7788 0.3761 1.5630 -0.2851 0.0331 0.1678
C -0.6289 0.9100 0.2628 0.0472 0.1496 -0.3996
C 0.7782 0.5578 -0.1904 0.0178 -0.0175 0.0259
C 0.7989 -0.8670 -0.6233 -0.0187 -0.1004 -0.1149
O 1.7541 -1.6455 -0.8235 -0.1972 0.1302 0.0731
C -0.1628 -1.7471 -1.0963 0.1645 -0.0177 0.1239
H -1.6871 0.5224 1.8524 0.1424 -0.0610 0.0204
H -0.7890 1.9964 0.2399 0.0757 -0.1495 0.0951
H 1.4940 0.7071 0.6236 -0.0518 -0.0300 -0.1071
H 1.0998 1.1787 -1.0345 -0.0624 -0.1061 0.0596
H -1.3462 0.4528 -0.4403 0.0577 0.1408 0.1395
H -0.5323 -2.4417 -0.3336 0.1099 0.0285 -0.0836
```
Positions in Å, forces in eV/Å.

Computed properties:
**Charge**: 0


Calculated values (eV) of orbital gap for the records, taken in order: 1.29; 9.28.
Calculated values (kJ/mol) of ΔE to the lowest compared entry with this formula, charge and spin for the records, taken in order: 1279.22; 432.26.
Calculated values (eV) of HOMO level for the records, taken in order: -10.0; -9.2.